DFT (wB97M-V/def2-TZVPD) results for 2 unconnected molecules or ions with the total composition C3F3O2 at a distorted geometry.

Last column: Löwdin charge in e.
Geometry (Å):
1 C -0.768 0.444 -0.228  -0.203
2 C 2.558 -0.200 -0.651  -0.034
3 C -2.005 -0.262 -0.025  -0.590
4 O -1.272 -0.221 1.030  0.037
5 O -3.026 -0.860 -0.382  -0.008
6 F -0.863 1.845 -0.054  -0.127
7 F 2.844 0.672 0.338  -0.028
8 F 2.530 -1.418 -0.029  -0.045

Atoms 1-6, force components in eV/Å:
1.57 0.47 -1.56
0.08 -0.53 1.73
-1.96 -0.88 -1.89
-0.12 -0.70 2.51
1.38 1.14 0.83
-0.57 -0.09 0.12

Output
Frontier orbital gap (spin up / spin down) (eV): 6.69 / 6.69
Net charge: -1

DFT (wB97M-V/def2-TZVPD) results for 3 unconnected molecules or ions with the total composition C12H12OS at a distorted geometry.

Last column: Löwdin charge in e.
Geometry (Å):
1 C 0.720 -0.282 -3.799  -0.099
2 C 1.389 -0.253 -2.611  -0.073
3 C -0.557 -0.801 -3.928  -0.061
4 C 0.716 -0.596 -1.472  -0.075
5 C -1.222 -1.389 -2.804  -0.054
6 C -0.543 -1.100 -1.652  0.111
7 C 0.636 0.369 2.662  -0.049
8 C -0.320 1.063 2.480  -0.078
9 C 1.211 -1.793 3.456  -0.004
10 C 1.521 -0.729 2.759  -0.233
11 C -0.297 2.775 1.033  -0.296
12 C -1.241 1.937 1.845  -0.182
13 O -0.070 2.573 -0.092  0.087
14 S -2.949 -0.828 0.906  0.209
15 H 1.169 0.054 -4.724  0.110
16 H 2.446 -0.033 -2.503  0.124
17 H -1.099 -0.670 -4.890  0.124
18 H 1.149 -0.489 -0.539  0.086
19 H -2.288 -1.563 -2.780  0.108
20 H 1.967 -2.627 3.393  0.075
21 H 0.381 -1.830 4.220  0.097
22 H 2.433 -0.603 2.035  0.138
23 H 0.352 3.518 1.576  0.139
24 H -1.924 1.285 1.290  0.008
25 H -1.787 2.508 2.501  0.095
26 H -1.795 -0.497 1.636  -0.308

Atoms 1-6, force components in eV/Å:
-0.39 -0.33 -1.82
0.80 -0.01 0.03
-0.74 -0.37 0.19
-1.76 -0.83 0.40
0.03 2.10 0.40
-0.47 -0.02 -0.31

Output
Frontier orbital gap (spin up / spin down) (eV): 5.42 / 5.42
Net charge: 0

DFT (wB97M-V/def2-TZVPD) results for a molecular structure, C18H24N5O4S2ScSe3Te.

Last column: Löwdin charge in e.
Geometry (Å):
1 Sc -1.367 2.463 1.303  0.378
2 Se 0.039 3.671 3.206  0.110
3 Se -0.910 5.141 1.654  -0.099
4 Te 0.225 5.310 -0.654  0.331
5 Se -0.894 3.463 -1.893  -0.127
6 N 1.016 -0.054 2.798  0.064
7 C 1.961 0.212 1.712  -0.332
8 C 3.420 0.058 2.143  -0.142
9 C 4.544 0.089 1.078  -0.157
10 C 4.202 -0.225 -0.382  -0.171
11 N 3.722 0.979 -1.065  0.097
12 C 2.647 1.011 -1.857  -0.448
13 N 2.247 -0.112 -2.465  0.213
14 N 1.981 2.133 -2.041  0.178
15 C 1.659 1.603 1.136  -0.654
16 O 2.554 2.442 1.129  0.020
17 O 0.484 1.780 0.632  -0.254
18 H 0.977 0.736 3.436  0.064
19 H 1.310 -0.861 3.337  0.080
20 H 1.733 -0.502 0.909  0.117
21 H 3.481 -0.898 2.674  0.109
22 H 3.627 0.836 2.879  0.123
23 H 5.317 -0.619 1.378  0.109
24 H 5.023 1.070 1.099  0.114
25 H 3.433 -0.997 -0.452  0.108
26 H 5.092 -0.606 -0.885  0.117
27 H 3.807 1.814 -0.498  0.129
28 H 2.903 -0.854 -2.629  0.119
29 H 1.425 -0.070 -3.046  0.105
30 H 2.049 2.817 -1.292  0.054
31 H 1.029 2.090 -2.423  -0.022
32 O -1.909 0.390 1.223  -0.577
33 S -1.201 -0.769 0.553  1.091
34 C -2.291 -2.142 0.899  -0.354
35 C -1.803 -3.427 0.723  -0.085
36 C -2.639 -4.505 0.971  -0.074
37 C -3.939 -4.286 1.405  -0.073
38 C -4.405 -2.992 1.598  -0.058
39 C -3.580 -1.906 1.345  -0.047
40 C -1.544 -0.607 -1.196  -0.351
41 C -0.839 -1.427 -2.064  -0.110
42 C -1.054 -1.309 -3.429  -0.095
43 C -1.944 -0.354 -3.909  -0.068
44 C -2.628 0.470 -3.028  -0.070
45 C -2.438 0.343 -1.658  -0.085
46 H -0.779 -3.588 0.404  0.106
47 H -2.272 -5.514 0.836  0.107
48 H -4.588 -5.128 1.606  0.107
49 H -5.415 -2.826 1.950  0.111
50 H -3.916 -0.890 1.502  0.116
51 H -0.127 -2.149 -1.680  0.104
52 H -0.524 -1.954 -4.118  0.106
53 H -2.098 -0.248 -4.974  0.109
54 H -3.300 1.231 -3.399  0.118
55 H -2.953 1.001 -0.971  0.082
56 O -3.244 2.949 0.246  -0.730
57 S -4.039 3.083 1.535  0.738
58 N -3.268 2.637 2.707  -0.450

Atoms 1-6, force components in eV/Å:
0.69 0.11 -0.36
-0.07 0.02 -0.05
-0.06 0.16 -0.10
0.09 -0.19 0.20
-0.33 -0.04 0.08
-0.07 0.04 -0.07

Output
Frontier orbital gap (eV): 6.02
Net charge: 0

DFT (wB97M-V/def2-TZVPD) results for C3H6N2O3S in the gas phase at a distorted geometry.

Last column: Löwdin charge in e.
Geometry (Å):
1 C -1.002 0.730 -0.443  -0.540
2 C -1.299 2.034 0.326  -0.009
3 C 1.245 -2.066 -0.593  -0.064
4 N 0.237 0.229 -0.137  -0.106
5 N 1.012 -0.645 -1.071  -0.115
6 O -1.722 0.218 -1.262  0.102
7 O 2.129 1.770 -0.928  -0.252
8 O 2.497 0.261 0.944  -0.234
9 S 1.812 0.546 -0.248  0.646
10 H -1.795 2.721 -0.469  0.111
11 H -0.345 2.658 0.616  0.104
12 H -1.929 1.753 1.291  0.123
13 H 1.864 -2.704 -1.248  0.092
14 H 1.733 -2.132 0.287  0.010
15 H 0.287 -2.651 -0.264  0.132

Atoms 1-6, force components in eV/Å:
-0.46 1.58 -0.72
0.01 1.11 0.26
-2.82 -1.17 -1.25
0.08 -1.17 1.04
0.90 -1.93 -0.53
0.13 0.02 0.59

Output
Frontier orbital gap (eV): 10.92
SMILES: CC(=O)N1N(C)S1(=O)=O
Net charge: 0

DFT (wB97M-V/def2-TZVPD) results for 2 unconnected molecules or ions with the total composition C2H4N3 at a distorted geometry.

Last column: Löwdin charge in e.
Geometry (Å):
1 C -2.052 -0.211 -0.274  0.327
2 C 2.251 0.397 0.111  -0.188
3 N 0.940 -0.181 -0.150  0.017
4 N 1.893 -0.968 -0.046  0.097
5 N -3.155 -0.298 0.134  0.357
6 H 2.753 0.922 -0.669  0.084
7 H 2.531 0.615 1.178  0.113
8 H -1.067 -0.102 -0.631  0.062
9 H -4.095 -0.174 0.348  0.132

Atoms 1-6, force components in eV/Å:
-7.22 -0.46 2.42
0.84 1.08 2.39
0.92 -0.96 0.26
-1.69 -0.51 -0.98
7.54 0.46 -2.69
0.29 0.13 -0.47

Output
Frontier orbital gap (eV): 8.87
Net charge: +1

DFT (wB97M-V/def2-TZVPD) results for 22 unconnected molecules or ions with the total composition H44O22 at a distorted geometry.

Last column: Löwdin charge in e.
Geometry (Å):
1 O -0.464 -3.351 5.482  -0.051
2 H -0.129 -4.118 5.043  0.025
3 H 0.277 -2.706 5.550  0.034
4 O -3.455 4.180 -0.009  -0.069
5 H -3.369 5.104 0.244  0.045
6 H -2.816 4.119 -0.740  0.003
7 O 1.535 -1.487 1.871  -0.083
8 H 2.286 -2.058 2.150  0.097
9 H 0.668 -1.916 2.096  0.015
10 O -0.825 -2.173 2.548  -0.061
11 H -1.522 -2.004 1.861  0.029
12 H -1.129 -2.454 3.411  0.050
13 O -0.220 2.423 -3.653  -0.079
14 H -0.801 1.714 -4.019  0.067
15 H 0.712 2.092 -3.567  0.061
16 O -1.808 -4.153 -1.795  -0.040
17 H -2.368 -4.140 -2.550  0.026
18 H -1.552 -3.245 -1.636  -0.024
19 O -3.275 1.817 1.830  -0.064
20 H -4.105 1.536 1.419  0.049
21 H -3.195 2.715 1.460  0.014
22 O 3.469 -1.532 -2.753  -0.069
23 H 2.808 -2.188 -2.988  0.022
24 H 3.266 -1.436 -1.814  0.008
25 O 0.518 -2.594 -3.726  -0.065
26 H 0.939 -3.461 -3.635  0.045
27 H 0.095 -2.366 -2.871  -0.002
28 O -2.414 0.815 -2.786  -0.056
29 H -2.064 1.457 -2.105  0.079
30 H -3.195 1.118 -3.247  0.013
31 O 1.075 2.660 0.472  -0.095
32 H 0.996 2.273 1.421  0.057
33 H 1.972 3.021 0.540  0.052
34 O -1.199 -1.243 -1.640  -0.106
35 H -0.268 -0.923 -1.545  0.046
36 H -1.717 -0.525 -2.149  0.045
37 O 1.373 1.170 2.815  -0.069
38 H 0.585 1.076 3.371  0.006
39 H 1.591 0.297 2.523  -0.018
40 O -2.748 -1.911 0.737  -0.053
41 H -2.838 -2.787 0.336  0.057
42 H -2.267 -1.385 0.040  0.053
43 O 1.889 1.213 -2.050  -0.061
44 H 1.802 1.822 -1.328  0.003
45 H 2.787 1.424 -2.417  0.035
46 O -1.186 3.414 -1.397  -0.101
47 H -0.411 3.514 -0.800  0.036
48 H -0.837 2.993 -2.232  -0.007
49 O -1.018 0.586 3.492  -0.033
50 H -1.163 -0.298 3.200  0.001
51 H -1.816 1.078 3.213  0.049
52 O 2.187 -1.382 5.184  -0.079
53 H 1.806 -0.765 4.485  0.042
54 H 3.078 -1.042 5.228  -0.022
55 O 4.517 1.040 -2.671  -0.069
56 H 4.370 0.107 -2.457  0.010
57 H 4.746 1.019 -3.630  0.084
58 O 4.462 -0.009 4.550  -0.050
59 H 4.821 -0.575 3.892  0.030
60 H 4.054 0.739 4.014  0.092
61 O -4.351 1.380 -4.659  -0.031
62 H -4.041 2.217 -5.009  0.056
63 H -5.185 1.217 -5.109  0.062
64 O 1.698 -1.313 -0.798  -0.048
65 H 1.545 -1.447 0.129  -0.010
66 H 1.826 -0.365 -0.824  0.018

Atoms 1-6, force components in eV/Å:
0.01 1.56 0.23
0.55 -0.67 -0.34
-0.42 -0.73 -0.05
0.01 0.36 -0.05
-0.22 0.02 0.21
0.24 -0.51 0.10

Output
Frontier orbital gap (eV): 11.05
Net charge: 0

DFT (wB97M-V/def2-TZVPD) results for 2 unconnected molecules or ions with the total composition C4H9NO at a distorted geometry.

Last column: Löwdin charge in e.
Geometry (Å):
1 C -0.240 0.630 -2.956  -0.163
2 C 0.382 -1.867 1.000  -0.145
3 C -0.296 1.661 0.326  -0.102
4 C 0.354 0.292 0.586  -0.300
5 N -0.382 -0.680 0.779  -0.028
6 O 0.905 0.958 -2.972  -0.011
7 H -0.585 -0.241 -2.287  0.099
8 H -0.909 1.069 -3.669  0.068
9 H 1.466 -1.678 0.881  0.077
10 H 0.180 -2.138 2.147  0.125
11 H -0.003 -2.624 0.437  0.029
12 H 0.365 2.170 -0.526  0.083
13 H -0.330 2.407 1.216  0.086
14 H -1.360 1.493 -0.178  0.098
15 H 1.383 0.318 0.623  0.084

Atoms 1-6, force components in eV/Å:
0.14 -1.88 0.72
0.58 0.83 4.65
-0.10 1.18 -2.18
-3.02 4.13 -0.14
-0.22 -1.22 -0.24
0.89 0.33 0.31

Output
Frontier orbital gap (eV): 10.96
SMILES: C/C=N/C.C=O
Net charge: 0

DFT (wB97M-V/def2-TZVPD) results for a molecular structure, CH6Si2 at a distorted geometry.

Last column: Löwdin charge in e.
Geometry (Å):
1 C -0.389 -0.311 -0.751  -0.792
2 Si 0.905 -1.579 -0.790  0.602
3 Si -0.168 0.588 0.851  0.477
4 H -0.374 0.494 -1.582  0.048
5 H -1.556 -0.604 -0.696  0.061
6 H 2.020 -0.624 -0.848  -0.177
7 H 1.142 1.242 0.567  -0.061
8 H -1.300 1.316 1.373  -0.093
9 H -0.280 -0.522 1.878  -0.065

Atoms 1-6, force components in eV/Å:
-4.14 1.70 -1.52
-0.09 -1.76 -0.08
0.46 -0.99 0.32
0.32 -1.09 1.19
2.61 0.00 -0.30
0.63 0.66 -0.10

Output
Frontier orbital gap (eV): 7.75
Net charge: 0

DFT (wB97M-V/def2-TZVPD) results for a molecular structure, C40H32BrClIrN4O2PS2 at a distorted geometry.

Last column: Löwdin charge in e.
Geometry (Å):
1 Ir 0.188 -0.330 -0.833  0.916
2 S -0.102 1.299 -2.637  0.632
3 C -1.429 2.084 -1.785  -0.728
4 C -1.994 3.279 -2.248  -0.101
5 C -3.103 3.780 -1.601  -0.076
6 C -3.647 3.085 -0.521  -0.077
7 C -3.008 1.933 -0.111  -0.142
8 N -1.902 1.465 -0.692  -0.014
9 H -1.569 3.774 -3.111  0.102
10 H -3.560 4.699 -1.945  0.107
11 H -4.534 3.435 -0.013  0.098
12 H -3.378 1.358 0.732  0.110
13 Br 0.503 2.368 5.668  0.740
14 C 0.734 0.579 5.098  -0.658
15 C 1.066 -0.399 6.022  -0.189
16 N 1.249 -1.671 5.683  0.076
17 C 1.114 -1.997 4.401  -0.073
18 C 0.779 -1.082 3.409  -0.113
19 C 0.576 0.243 3.768  -0.045
20 C 0.683 -1.539 1.977  -0.614
21 O 1.080 -2.637 1.632  0.057
22 O 0.163 -0.631 1.205  -0.227
23 H 1.187 -0.145 7.069  0.101
24 H 1.279 -3.033 4.130  0.122
25 H 0.308 0.978 3.022  0.105
26 Cl 0.864 -2.564 -2.965  0.482
27 C 0.927 -2.174 -1.191  -0.708
28 H 1.957 -2.332 -0.896  -0.009
29 H 0.308 -2.920 -0.701  0.008
30 S -5.364 -3.936 -1.615  0.995
31 C -3.942 -2.892 -1.365  -0.503
32 C -3.414 -2.686 -0.097  -0.044
33 C -2.307 -1.874 0.043  -0.090
34 N -1.716 -1.279 -0.999  -0.102
35 C -2.219 -1.480 -2.220  -0.141
36 C -3.330 -2.274 -2.444  -0.051
37 C -6.568 -2.924 -0.771  -0.526
38 C -6.996 -3.249 0.507  -0.085
39 C -7.934 -2.427 1.118  -0.141
40 N -8.445 -1.341 0.546  0.062
41 C -8.030 -1.045 -0.683  -0.139
42 C -7.104 -1.801 -1.385  -0.075
43 H -3.852 -3.152 0.774  0.115
44 H -1.869 -1.676 1.012  0.114
45 H -1.718 -0.961 -3.027  0.069
46 H -3.707 -2.404 -3.448  0.113
47 H -6.613 -4.124 1.014  0.105
48 H -8.287 -2.655 2.117  0.107
49 H -8.463 -0.160 -1.134  0.107
50 H -6.804 -1.520 -2.386  0.108
51 C 5.518 -2.560 0.546  -0.073
52 C 4.638 -2.036 1.483  -0.056
53 C 3.700 -1.093 1.099  -0.100
54 C 3.632 -0.653 -0.222  -0.335
55 C 4.523 -1.179 -1.154  -0.068
56 C 5.457 -2.131 -0.770  -0.070
57 P 2.321 0.528 -0.696  0.947
58 C 3.046 1.293 -2.180  -0.390
59 C 3.853 2.421 -2.094  -0.065
60 C 4.453 2.937 -3.236  -0.073
61 C 4.257 2.325 -4.464  -0.079
62 C 3.454 1.195 -4.553  -0.070
63 C 2.847 0.684 -3.418  -0.175
64 C 2.399 1.812 0.593  -0.344
65 C 3.537 2.067 1.355  -0.089
66 C 3.530 3.077 2.306  -0.068
67 C 2.393 3.849 2.496  -0.089
68 C 1.262 3.614 1.727  -0.075
69 C 1.263 2.598 0.784  -0.092
70 H 6.248 -3.302 0.843  0.104
71 H 4.673 -2.365 2.514  0.111
72 H 3.019 -0.701 1.842  0.098
73 H 4.493 -0.854 -2.185  0.101
74 H 6.140 -2.534 -1.507  0.105
75 H 4.008 2.912 -1.142  0.100
76 H 5.073 3.821 -3.161  0.104
77 H 4.725 2.729 -5.352  0.103
78 H 3.291 0.715 -5.509  0.108
79 H 2.214 -0.194 -3.493  0.051
80 H 4.430 1.471 1.213  0.110
81 H 4.416 3.259 2.901  0.107
82 H 2.386 4.630 3.244  0.103
83 H 0.372 4.214 1.872  0.109
84 H 0.373 2.409 0.196  0.069

Atoms 1-6, force components in eV/Å:
0.02 0.93 0.63
-0.35 -0.39 0.10
-0.07 -0.32 -0.15
-0.03 -0.04 -0.03
-0.02 -0.01 0.01
0.00 -0.03 -0.08

Output
Frontier orbital gap (eV): 7.44
Net charge: 0

For reference, DFT total energy by record: -15354.7159, -25512.3384, -280403.8619, -23162.0301, -6597.2949, -45762.6036, -7828.9678, -16886.3875, -168420.3878 eV.
For reference, energy relative to the best compared isomer or geometry (same formula, charge and spin) by record: 413.5, 586.8, 116.3, 379.9, 402.5, 110.4, 323.4, 57.0, 128.8 kJ/mol.